13
Properties=species:S:1:pos:R:3 method="wB97M-V/def2-TZVPD" e_tot_ha=-286.47223 multiplicity=1 total_charge=0 homo_ev=-9.2 homo_lumo_gap_ev=10.250
C 0.414 1.223 -0.183
O 1.271 0.226 0.392
C 0.978 -1.014 -0.178
C -0.624 -0.889 -0.298
N -1.110 -0.148 0.740
C -0.980 0.552 -0.515
H 0.334 1.801 0.890
H 1.032 2.023 -0.929
H 1.505 -1.257 -1.121
H 1.155 -1.661 0.683
H -1.137 -1.606 -0.947
H -2.056 -0.322 0.933
H -1.952 1.018 -0.781



58
Properties=species:S:1:pos:R:3 method="wB97M-V/def2-TZVPD" e_tot_ha=-3173.89212 multiplicity=6 total_charge=+1 homo_ev="-10.1 / -10.8" homo_lumo_gap_ev="5.010 / 5.296" s_squared=8.864
Fe 0.128 -1.668 -1.252
N 0.347 2.029 -1.544
C 1.261 1.462 -0.744
N 1.889 2.225 0.133
C 2.805 1.611 0.885
N 3.365 2.284 1.881
N 3.218 0.332 0.688
C 2.525 -0.337 -0.190
N 1.465 0.125 -0.875
C 2.972 -1.720 -0.514
C 4.267 -2.121 -0.237
C 4.677 -3.379 -0.650
C 3.773 -4.198 -1.307
C 2.490 -3.735 -1.521
N 2.096 -2.514 -1.143
H 0.281 3.032 -1.593
H -0.105 1.474 -2.245
H 3.132 3.251 2.032
H 4.046 1.832 2.466
H 4.920 -1.433 0.277
H 5.691 -3.710 -0.469
H 4.056 -5.182 -1.653
H 1.752 -4.354 -2.016
F -2.189 0.621 0.802
C -1.658 1.548 1.626
C -2.003 2.854 1.408
F -2.843 3.104 0.408
C -1.469 3.910 2.173
C -0.622 3.498 3.224
C -0.296 2.185 3.447
F 0.563 1.915 4.426
C -0.757 1.147 2.622
C -0.264 -0.216 2.710
C -0.364 -1.040 1.623
N -0.416 -1.713 0.666
C 0.487 -0.724 3.808
N 1.124 -1.166 4.660
F -0.054 4.409 4.003
C -1.704 5.282 1.863
C -2.413 5.688 0.702
N -2.937 6.039 -0.263
C -1.156 6.354 2.612
N -0.705 7.259 3.166
C -3.307 -1.923 -3.656
C -2.524 -2.281 -2.368
C -1.766 -3.606 -2.553
C -3.515 -2.389 -1.182
C -1.605 -1.188 -2.051
H -3.999 -2.735 -3.880
H -2.636 -1.797 -4.506
H -3.882 -1.006 -3.525
H -2.452 -4.415 -2.802
H -1.259 -3.893 -1.620
H -1.036 -3.524 -3.361
H -4.214 -3.197 -1.395
H -4.075 -1.462 -1.052
H -2.990 -2.611 -0.253
H -2.114 -0.231 -1.892



11
Properties=species:S:1:pos:R:3 method="wB97M-V/def2-TZVPD" e_tot_ha=-322.50506 multiplicity=1 total_charge=0 homo_ev=-9.8 homo_lumo_gap_ev=9.910
O -1.098 -1.642 1.922
C -0.868 -0.976 0.944
N 0.381 -0.060 1.019
C 0.747 0.692 -0.006
C 0.305 0.410 -1.307
O -1.486 -0.834 -0.152
H 0.705 0.217 1.941
H -0.898 0.146 -0.888
H 1.279 1.624 0.207
H 0.292 -0.645 -1.580
H 0.642 1.069 -2.100



19
Properties=species:S:1:pos:R:3 method="wB97M-V/def2-TZVPD" e_tot_ha=-344.33152 multiplicity=1 total_charge=0 homo_ev=-9.3 homo_lumo_gap_ev=10.316
C -1.675 0.196 -2.273
C -0.860 0.707 -1.098
O 0.150 1.573 -1.661
C -0.178 -0.400 -0.340
N 0.442 0.050 0.890
C 1.218 -0.956 1.637
N 1.911 -0.359 2.772
H -1.116 -0.595 -2.780
H -2.622 -0.272 -1.993
H -1.867 1.042 -2.929
H -1.437 1.359 -0.487
H 0.379 2.225 -0.989
H 0.489 -0.913 -1.041
H -0.870 -1.258 -0.179
H -0.312 0.230 1.548
H 1.987 -1.326 0.958
H 0.652 -1.770 2.099
H 2.458 0.432 2.448
H 1.250 0.036 3.418



15
Properties=species:S:1:pos:R:3 method="wB97M-V/def2-TZVPD" e_tot_ha=-287.73416 multiplicity=1 total_charge=0 homo_ev=-9.5 homo_lumo_gap_ev=10.472
C -1.765 0.103 0.298
C -0.578 0.140 -0.789
C 0.775 -0.077 -0.134
C 1.669 1.085 0.240
N 1.202 -1.235 0.213
O 0.336 -2.239 -0.278
H -2.000 -0.832 0.860
H -1.604 0.830 1.107
H -2.727 0.358 -0.163
H -0.708 -0.622 -1.570
H -0.500 1.093 -1.355
H 2.345 0.769 1.037
H 2.282 1.418 -0.607
H 1.108 1.960 0.588
H 0.076 -2.746 0.499



20
Properties=species:S:1:pos:R:3 method="wB97M-V/def2-TZVPD" e_tot_ha=-324.26802 multiplicity=1 total_charge=0 homo_ev="-6.8 / -6.4" homo_lumo_gap_ev="7.698 / 7.343"
C -0.953 1.366 -0.382
C -1.142 -1.163 -0.648
C -1.222 -0.331 1.628
C -1.042 0.008 0.188
N 2.005 -0.836 -1.043
N 2.240 0.927 0.442
N 2.236 -0.402 0.210
H -1.480 2.210 -0.007
H 0.058 1.715 -0.645
H -1.457 1.390 -1.359
H -0.154 -1.641 -0.629
H -1.446 -0.856 -1.645
H -1.801 -1.957 -0.252
H -2.210 -0.769 2.038
H -0.450 -0.918 1.983
H -1.389 0.500 2.272
H 2.008 -0.265 -1.830
H 2.407 -1.729 -1.241
H 1.950 1.567 -0.361
H 1.842 1.185 1.282



10
Properties=species:S:1:pos:R:3 method="wB97M-V/def2-TZVPD" e_tot_ha=-652.62263 multiplicity=1 total_charge=0 homo_ev=-9.3 homo_lumo_gap_ev=10.170
O 1.969 -0.865 0.145
C 0.929 -0.203 -0.423
C 0.853 1.276 -0.132
C -0.237 0.256 0.487
Cl -1.762 -0.248 -0.064
H 2.876 -0.438 0.203
H 0.899 -0.190 -1.494
H 0.321 1.778 -0.976
H 1.111 1.865 0.958
H -0.278 0.142 1.636



8
Properties=species:S:1:pos:R:3 method="wB97M-V/def2-TZVPD" e_tot_ha=-643.05152 multiplicity=1 total_charge=0 homo_ev="-10.4 / -10.7" homo_lumo_gap_ev="10.167 / 8.149"
C 0.539 0.110 -0.766
N 0.244 0.395 0.632
O -1.592 -1.497 0.159
O -2.037 0.904 -0.186
S -1.103 -0.148 0.060
H 1.065 0.927 -1.113
H 0.885 -0.829 -1.007
H 2.000 0.137 2.220



17
Properties=species:S:1:pos:R:3 method="wB97M-V/def2-TZVPD" e_tot_ha=-898.43913 multiplicity=1 total_charge=0 homo_ev=-8.6 homo_lumo_gap_ev=9.450
C -3.944 -1.479 -0.285
C -3.411 -0.726 0.674
P -3.119 1.057 0.457
H -4.203 -2.475 -0.001
H -4.229 -1.074 -1.225
H -3.062 -1.078 1.623
H -3.086 0.985 -0.842
H -1.789 1.113 0.839
C 3.192 0.944 -0.776
C 2.306 -0.121 -0.065
S 0.742 0.570 0.670
H 3.776 1.634 -0.169
H 3.677 0.542 -1.636
H 2.471 1.734 -1.222
H 2.713 -0.581 0.776
H 1.728 -0.686 -0.754
H 1.543 1.173 1.557



49
Properties=species:S:1:pos:R:3 method="wB97M-V/def2-TZVPD" e_tot_ha=-4198.68519 multiplicity=1 total_charge=0 homo_ev=-8.2 homo_lumo_gap_ev=8.666
O -1.220 -4.679 1.125
C -0.579 -3.647 1.201
N 0.113 -3.143 0.151
C 0.043 -3.738 -1.160
C -0.602 -2.786 -2.158
S 0.501 -1.357 -2.386
O 0.709 -0.740 -1.099
O 1.660 -1.794 -3.104
N -0.436 -0.390 -3.383
C -1.205 0.633 -2.702
C -0.379 1.893 -2.420
N 0.200 2.356 -3.662
C 0.456 3.698 -3.896
C 0.611 4.149 -5.214
C 0.819 5.480 -5.512
C 0.866 6.428 -4.503
C 0.712 6.020 -3.192
C 0.523 4.683 -2.903
F 0.422 4.351 -1.588
C 1.047 1.346 -4.263
C 0.210 0.108 -4.581
C -0.494 -2.862 2.469
C -1.403 -3.190 3.473
C -1.401 -2.523 4.682
C -0.470 -1.519 4.888
Br -0.450 -0.589 6.547
C 0.452 -1.182 3.910
C 0.439 -1.854 2.701
H 0.508 -2.213 0.178
H -0.539 -4.660 -1.059
H 1.053 -3.978 -1.512
H -1.556 -2.409 -1.801
H -0.710 -3.237 -3.138
H -1.562 0.213 -1.763
H -2.059 0.880 -3.339
H -1.043 2.655 -2.014
H 0.391 1.649 -1.673
H 0.547 3.432 -6.017
H 0.933 5.780 -6.542
H 1.023 7.470 -4.732
H 0.756 6.721 -2.374
H 1.515 1.733 -5.167
H 1.840 1.044 -3.559
H 0.843 -0.690 -4.966
H -0.572 0.348 -5.308
H -2.110 -3.984 3.283
H -2.109 -2.778 5.455
H 1.175 -0.402 4.094
H 1.172 -1.585 1.957



67
Properties=species:S:1:pos:R:3 method="wB97M-V/def2-TZVPD" e_tot_ha=-2725.35351 multiplicity=4 total_charge=+3 homo_ev="-18.7 / -18.7" homo_lumo_gap_ev="8.821 / 10.185" s_squared=3.763
Cr -0.294 0.183 0.056
O 0.152 -1.406 1.511
H 0.705 -2.130 1.216
H -0.347 -1.768 2.242
O -1.414 -1.349 -0.762
H -1.103 -2.253 -0.809
H -2.124 -1.305 -1.402
O -3.400 -1.361 2.258
H -3.912 -1.061 3.009
H -3.068 -2.219 2.521
O -1.668 1.279 -1.024
H -2.602 1.467 -0.933
H -1.396 1.782 -1.791
O 1.492 0.811 1.288
H 2.008 1.611 1.388
H 1.728 0.277 2.047
O 1.808 -3.373 1.345
H 1.924 -3.858 2.162
H 2.533 -3.661 0.790
O 0.850 1.767 -1.054
H 1.478 1.610 -1.759
H 0.570 2.674 -1.180
O 3.139 2.882 1.392
H 4.069 2.676 1.299
H 3.106 3.839 1.411
O 2.891 1.627 -3.134
H 3.666 1.128 -2.876
H 2.848 1.529 -4.085
O -3.138 -1.352 -2.870
H -3.038 -1.576 -3.795
H -4.047 -1.063 -2.789
O 2.833 -0.464 3.150
H 2.582 -1.187 3.724
H 3.676 -0.730 2.783
O -4.611 1.332 -1.127
H -5.146 2.120 -1.035
H -4.927 0.919 -1.931
O -1.446 0.589 1.767
H -1.407 1.334 2.366
H -1.986 -0.057 2.221
O 1.145 -1.026 -0.955
H 2.065 -1.029 -0.691
H 1.046 -1.815 -1.487
O -0.437 3.162 1.165
H -0.664 3.790 1.851
H -0.179 3.704 0.419
O -0.072 -3.715 -0.902
H 0.800 -3.985 -1.190
H -0.377 -4.436 -0.352
O -0.670 1.781 4.146
H -0.158 2.558 3.921
H -1.271 2.080 4.828
O 3.781 -1.252 -0.241
H 4.128 -1.429 0.633
H 4.367 -1.724 -0.832
O -0.874 -1.771 -4.508
H -1.020 -2.654 -4.166
H -0.951 -1.866 -5.457
O -0.825 -2.066 4.034
H 0.039 -1.862 4.394
H -0.843 -3.021 3.979
O -0.510 4.246 -1.581
H 0.119 4.911 -1.300
H -0.859 4.580 -2.407
O -0.277 0.607 -3.249
H 0.091 1.151 -3.945
H -0.583 -0.182 -3.697



15
Properties=species:S:1:pos:R:3 method="wB97M-V/def2-TZVPD" e_tot_ha=-509.83803 multiplicity=1 total_charge=+1 homo_ev=-13.5 homo_lumo_gap_ev=6.779
C -0.146 -1.022 0.942
C 0.743 -0.131 0.222
C 1.401 -0.356 -0.983
C -1.581 0.632 -0.336
N -0.540 0.341 0.615
I 2.371 1.441 2.080
H -0.850 -1.803 0.499
H 0.118 -1.323 1.947
H 1.619 -1.377 -0.981
H 2.309 0.163 -1.139
H 0.763 -0.067 -1.946
H -2.569 0.784 -0.092
H -1.314 1.553 -0.931
H -1.723 0.021 -1.275
H -0.601 1.145 1.378



50
Properties=species:S:1:pos:R:3 method="wB97M-V/def2-TZVPD" e_tot_ha=-1775.62284 multiplicity=1 total_charge=0 homo_ev=-6.6 homo_lumo_gap_ev=4.921
C 2.826 -2.131 0.125
C 1.397 -1.783 0.424
C 1.049 -0.451 0.728
C 2.056 0.665 0.755
C 2.785 0.928 -0.590
C 4.319 1.020 -0.415
S 5.279 0.282 -1.789
C -0.278 -0.152 1.019
C -0.805 1.195 1.335
C -1.591 1.806 0.362
C -2.191 3.038 0.593
C -1.994 3.656 1.821
C -1.189 3.055 2.791
C -0.592 1.818 2.565
C -1.214 -1.172 0.980
N -0.880 -2.427 0.686
C -1.971 -3.428 0.688
C 0.407 -2.774 0.402
P 0.622 -4.592 0.038
N 2.222 -4.943 0.449
O 0.707 -4.511 -1.619
H 3.467 -1.307 0.398
H 2.965 -2.274 -0.945
H 3.166 -2.987 0.687
H 1.558 1.581 1.041
H 2.768 0.450 1.551
H 2.580 0.160 -1.324
H 2.467 1.900 -0.945
H 4.654 0.519 0.487
H 4.644 2.052 -0.356
H 4.281 -0.156 -2.567
H -1.780 1.321 -0.586
H -2.816 3.432 -0.189
H -2.485 4.598 2.007
H -1.067 3.564 3.735
H 0.003 1.346 3.332
H -2.253 -0.964 1.169
H -2.018 -3.957 -0.256
H -1.802 -4.148 1.476
H -2.905 -2.909 0.847
H 2.860 -4.682 -0.299
H 2.319 -5.931 0.639
H 0.358 -3.659 -1.908
C -4.686 3.425 -3.391
C -4.393 3.071 -1.919
O -3.927 1.922 -1.704
O -4.636 3.971 -1.084
H -4.441 2.596 -4.054
H -5.743 3.670 -3.507
H -4.101 4.299 -3.684



17
Properties=species:S:1:pos:R:3 method="wB97M-V/def2-TZVPD" e_tot_ha=-309.55170 multiplicity=1 total_charge=0 homo_ev=-8.2 homo_lumo_gap_ev=8.385
C -1.152 -0.883 2.013
C -0.264 -0.033 1.208
C -0.619 0.425 -1.634
C 0.827 0.221 -1.344
C 0.503 1.696 -1.315
O 1.650 -0.003 -0.254
C 0.945 -0.701 0.722
H -0.902 -1.948 2.106
H -2.163 -0.819 1.575
H -1.291 -0.456 3.009
H -1.182 0.230 -0.718
H -1.517 0.377 -2.253
H 1.258 -0.255 -2.228
H 0.376 2.162 -2.296
H 1.101 2.360 -0.692
H 0.849 -1.761 0.440
H 1.601 -0.600 1.607